The following is a quantum chemistry calculation of a 2-piece molecular cluster, C3H8OS overall in a non-equilibrium geometry, from OMol25.

The geometry in ORCA input format:
```
! wB97M-V def2-TZVPD RIJCOSX def2/J DEFGRID3
* xyz 0 1
C -3.34069 -0.97908 -0.34826
O -4.00233 0.01485 -0.33290
H -3.49091 -1.84970 0.32131
H -2.51143 -1.19035 -1.04728
C 2.65220 -0.32237 0.10781
S 0.86994 -0.59265 0.07167
C 0.30741 1.15171 0.20380
H 3.19971 -1.24443 -0.03313
H 2.90585 0.40236 -0.66996
H 2.82886 0.18504 1.05764
H 0.43557 1.49881 1.22518
H -0.73348 1.11771 -0.10324
H 0.87930 1.80811 -0.45264
*
```

Energy above the lowest of the compared OMol25 structures with the same formula, charge and spin in kcal/mol: 22.88
HOMO level in eV: -8.60
SMILES: C=O.CSC
Gap between HOMO and LUMO in eV: 9.452